112
Properties=species:S:1:pos:R:3:lowdin_charge:R:1 method="wB97M-V/def2-TZVPD" charge=+3 multiplicity=1 molar_mass_g_mol=1155.76 fmax_ev_per_a=1.30 de_lowest_kcal_mol=0.0
Zr 1.15 -0.30 -0.59 0.5510
C 3.00 -2.65 -3.01 -0.4628
C 4.20 -1.83 -2.59 -0.4457
S 3.66 -0.25 -1.89 0.8016
C 5.01 0.15 -0.76 -0.4567
C 4.60 1.35 0.08 -0.4538
S 2.99 1.26 0.90 0.8028
C 3.36 0.37 2.43 -0.4739
C 3.73 -1.09 2.23 -0.4284
S 2.48 -1.86 1.18 0.7826
C 3.27 -3.30 0.43 -0.4230
C 2.28 -3.88 -0.56 -0.4541
S 1.64 -2.74 -1.82 0.8202
H 3.31 -3.68 -3.23 0.1056
H 2.56 -2.26 -3.93 0.0902
H 4.81 -1.61 -3.47 0.1058
H 4.83 -2.36 -1.87 0.0812
H 5.89 0.41 -1.34 0.1113
H 5.25 -0.72 -0.15 0.0708
H 4.57 2.24 -0.54 0.0527
H 5.33 1.53 0.87 0.1121
H 2.47 0.48 3.05 0.0310
H 4.17 0.90 2.94 0.1094
H 3.73 -1.60 3.20 0.1087
H 4.72 -1.21 1.79 0.0853
H 3.48 -4.04 1.21 0.1129
H 4.21 -3.01 -0.03 0.0713
H 1.39 -4.25 -0.04 0.0605
H 2.72 -4.73 -1.09 0.1109
Te -0.27 -0.79 3.46 1.3800
C -2.14 -0.31 4.28 -0.5529
C -2.27 0.63 5.29 -0.1248
C -3.55 0.88 5.78 -0.1212
N -4.65 0.31 5.32 0.0927
C -4.50 -0.60 4.35 -0.1294
C -3.28 -0.95 3.81 -0.1364
C -0.94 -0.69 1.45 -0.9041
P -0.95 0.91 0.62 0.8594
C -2.52 1.20 -0.22 -0.3584
C -3.73 0.93 0.43 -0.1248
C -4.94 1.25 -0.17 -0.0436
C -4.95 1.85 -1.42 -0.0383
C -3.76 2.12 -2.07 -0.0510
C -2.55 1.80 -1.48 -0.1170
C -0.84 2.28 1.81 -0.3743
C 0.30 3.06 1.93 -0.1493
C 0.36 4.12 2.82 -0.0498
C -0.75 4.42 3.60 -0.0350
C -1.91 3.67 3.48 -0.0423
C -1.96 2.61 2.59 -0.0773
P -0.80 -2.13 0.43 0.8824
C -2.21 -2.39 -0.66 -0.4064
C -2.05 -3.13 -1.83 -0.1306
C -3.16 -3.44 -2.61 -0.0598
C -4.42 -3.00 -2.24 -0.0390
C -4.59 -2.28 -1.07 -0.0381
C -3.49 -1.99 -0.27 -0.0973
C -0.77 -3.67 1.42 -0.3576
C -1.90 -4.50 1.34 -0.0604
C -1.98 -5.66 2.09 -0.0355
C -0.95 -6.02 2.94 -0.0318
C 0.18 -5.22 3.02 -0.0493
C 0.27 -4.06 2.28 -0.1841
H -1.42 1.16 5.70 0.1044
H -3.68 1.61 6.58 0.1213
H -5.41 -1.08 4.01 0.1172
H -3.23 -1.73 3.06 0.0863
H -3.73 0.46 1.41 0.0855
H -5.87 1.04 0.35 0.1243
H -5.90 2.10 -1.88 0.1221
H -3.78 2.60 -3.05 0.1150
H -1.63 2.03 -2.00 0.0524
H 1.17 2.86 1.32 0.0100
H 1.26 4.72 2.90 0.1176
H -0.72 5.26 4.29 0.1230
H -2.78 3.90 4.08 0.1235
H -2.87 2.05 2.52 0.0962
H -1.08 -3.49 -2.14 0.0749
H -3.03 -4.03 -3.51 0.1173
H -5.28 -3.25 -2.85 0.1214
H -5.57 -1.96 -0.76 0.1210
H -3.63 -1.47 0.66 0.0803
H -2.72 -4.27 0.68 0.1006
H -2.87 -6.28 2.01 0.1230
H -1.02 -6.93 3.53 0.1243
H 0.99 -5.49 3.68 0.1193
H 1.14 -3.44 2.39 0.0128
N -0.98 -0.56 -3.36 0.2439
C -0.29 -0.47 -2.45 -0.2328
H -1.65 -0.69 -4.10 0.1442
C 4.31 3.17 -3.16 -0.1535
C 3.16 3.66 -2.31 -0.3958
Sb 1.39 2.48 -2.05 1.3864
C 0.23 4.07 -1.23 -0.4165
C -0.24 5.06 -2.29 -0.1542
C 0.70 2.39 -4.05 -0.4111
C 1.42 1.34 -4.90 -0.1766
H 5.09 3.94 -3.20 0.0931
H 4.01 2.96 -4.18 0.0679
H 4.77 2.26 -2.77 0.0300
H 2.71 4.55 -2.75 0.0596
H 3.48 3.96 -1.31 0.0551
H 0.87 4.55 -0.49 0.0589
H -0.62 3.66 -0.69 0.0244
H 0.58 5.48 -2.88 0.0687
H -0.76 5.90 -1.83 0.0891
H -0.94 4.60 -2.99 0.0671
H 0.87 3.38 -4.46 0.0685
H -0.38 2.24 -4.03 0.0410
H 2.44 1.64 -5.12 0.0628
H 0.92 1.19 -5.85 0.0864
H 1.47 0.36 -4.40 0.0253

138
Properties=species:S:1:pos:R:3:lowdin_charge:R:1 method="wB97M-V/def2-TZVPD" charge=-1 multiplicity=1 molar_mass_g_mol=811.01 fmax_ev_per_a=6.73 de_lowest_kcal_mol=72.4
C 0.66 0.45 -1.51 -0.2185
C 0.06 -1.00 -0.94 -0.4848
P -1.08 -1.68 -2.32 0.2006
P -2.85 -0.59 -1.58 0.5790
O -4.11 -1.42 -2.16 -0.4966
O -3.03 -0.63 0.16 -0.3131
O -3.00 1.02 -2.26 -0.2867
H -0.30 1.12 -1.74 0.0448
H 1.21 0.16 -2.53 0.0731
H 1.37 0.99 -0.75 0.0515
H 0.97 -1.76 -0.81 0.0733
H -0.44 -0.90 0.12 0.0480
H -1.37 -2.84 -1.46 -0.0428
H -1.87 -2.23 -3.40 -0.0693
H -0.81 -0.52 -3.15 -0.0590
H 0.09 -2.31 -2.90 -0.0659
H -2.74 -1.55 0.43 0.0583
H -2.47 1.69 -1.74 0.0424
C 2.57 -4.67 -4.72 -0.1192
O 1.53 -4.54 -3.76 -0.2118
C 0.29 -5.10 -4.20 -0.2010
C -0.05 -6.36 -3.39 -0.1986
N 0.85 -7.47 -3.72 -0.0612
C 0.76 -8.61 -2.80 -0.2034
C 1.15 -8.36 -1.33 -0.2189
O 2.54 -8.08 -1.14 -0.1893
C 2.91 -6.72 -1.34 -0.0998
H 3.42 -4.07 -4.39 0.0870
H 2.90 -5.71 -4.79 0.0685
H 2.25 -4.31 -5.70 0.0848
H 0.28 -5.30 -5.28 0.1187
H -0.48 -4.35 -4.00 0.0961
H -1.09 -6.66 -3.60 0.1218
H 0.02 -6.10 -2.33 0.1014
H 1.81 -7.13 -3.71 0.0649
H 1.42 -9.39 -3.19 0.1132
H -0.26 -9.02 -2.83 0.1142
H 0.96 -9.28 -0.78 0.1148
H 0.53 -7.59 -0.85 0.1092
H 2.11 -6.03 -1.06 0.0926
H 3.21 -6.57 -2.37 0.0673
H 3.78 -6.51 -0.71 0.0854
C -0.70 3.82 2.82 -0.1089
O -1.84 3.64 1.99 -0.1961
C -2.27 2.28 1.91 -0.1958
C -3.61 2.09 2.63 -0.1963
N -3.46 2.21 4.08 -0.0573
C -4.74 2.31 4.80 -0.2009
C -5.62 3.54 4.50 -0.2184
O -5.07 4.78 4.95 -0.1887
C -4.15 5.37 4.04 -0.1030
H -0.34 4.85 2.69 0.0663
H -0.97 3.69 3.88 0.0763
H 0.10 3.13 2.55 0.0904
H -1.51 1.58 2.28 0.1230
H -2.41 2.06 0.84 0.1029
H -4.01 1.09 2.39 0.1187
H -4.30 2.84 2.23 0.1004
H -2.92 3.04 4.28 0.0644
H -4.49 2.32 5.87 0.1138
H -5.32 1.39 4.62 0.1162
H -6.55 3.41 5.07 0.1153
H -5.93 3.60 3.45 0.1080
H -4.40 5.16 3.00 0.0900
H -3.14 5.05 4.27 0.0679
H -4.18 6.46 4.19 0.0844
C 6.14 6.06 0.64 -0.1097
O 5.93 6.90 1.77 -0.2030
C 5.54 8.23 1.42 -0.2048
C 4.07 8.49 1.81 -0.2090
N 3.15 7.73 0.96 -0.0559
C 1.77 7.72 1.45 -0.1917
C 1.51 7.05 2.81 -0.2091
O 1.71 5.63 2.81 -0.2134
C 3.06 5.23 3.01 -0.0840
H 6.60 5.13 0.99 0.0903
H 5.19 5.81 0.16 0.0766
H 6.81 6.53 -0.08 0.0857
H 5.72 8.45 0.36 0.1192
H 6.17 8.90 2.01 0.1167
H 3.86 9.56 1.72 0.1194
H 3.96 8.21 2.86 0.0983
H 3.48 6.77 0.90 0.0690
H 1.17 7.19 0.70 0.1224
H 1.39 8.75 1.48 0.1161
H 0.45 7.19 3.05 0.1175
H 2.06 7.52 3.63 0.1081
H 3.61 5.92 3.66 0.0911
H 3.56 5.11 2.05 0.0760
H 3.05 4.25 3.49 0.0764
C 5.59 -2.61 5.66 -0.1149
O 4.41 -1.83 5.56 -0.1963
C 4.13 -1.07 6.74 -0.2025
C 4.34 0.44 6.47 -0.2056
N 5.75 0.76 6.30 -0.0588
C 5.99 2.11 5.78 -0.1960
C 5.46 2.43 4.37 -0.2196
O 6.12 1.72 3.32 -0.1826
C 5.61 0.41 3.09 -0.0951
H 5.63 -3.29 4.80 0.0910
H 6.48 -1.98 5.63 0.0727
H 5.59 -3.21 6.57 0.0851
H 4.72 -1.41 7.60 0.1180
H 3.07 -1.23 6.97 0.1198
H 3.93 1.01 7.32 0.1202
H 3.76 0.70 5.58 0.1014
H 6.17 0.09 5.66 0.0668
H 7.08 2.25 5.77 0.1174
H 5.59 2.84 6.50 0.1156
H 5.67 3.49 4.18 0.1159
H 4.37 2.33 4.30 0.0975
H 4.53 0.34 3.29 0.0926
H 6.16 -0.32 3.68 0.0670
H 5.78 0.17 2.03 0.0910
C -7.25 -3.43 -9.01 -0.1227
O -5.92 -3.19 -8.56 -0.2030
C -5.76 -1.90 -7.94 -0.2058
C -5.52 -2.06 -6.43 -0.1993
N -6.73 -2.51 -5.74 -0.0608
C -6.50 -2.93 -4.35 -0.1912
C -5.57 -4.15 -4.13 -0.2061
O -6.11 -5.38 -4.61 -0.1912
C -5.89 -5.63 -5.99 -0.1108
H -7.24 -4.34 -9.62 0.0853
H -7.92 -3.60 -8.17 0.0730
H -7.61 -2.61 -9.63 0.0821
H -6.61 -1.24 -8.15 0.1156
H -4.87 -1.46 -8.39 0.1162
H -5.21 -1.09 -6.02 0.1277
H -4.70 -2.77 -6.30 0.1024
H -7.12 -3.30 -6.25 0.0608
H -7.48 -3.18 -3.93 0.1139
H -6.12 -2.08 -3.78 0.1035
H -5.46 -4.27 -3.05 0.1224
H -4.56 -3.99 -4.52 0.1087
H -4.95 -5.20 -6.35 0.0877
H -6.73 -5.25 -6.57 0.0637
H -5.85 -6.71 -6.14 0.0818

100
Properties=species:S:1:pos:R:3:lowdin_charge:R:1 method="wB97M-V/def2-TZVPD" charge=0 multiplicity=1 molar_mass_g_mol=634.50 smiles=CB(O)[C@H]1C[C@@H](CCCBr)CO1.COCCNCCOC.COCCNCCOC.COCCNCCOC fmax_ev_per_a=3.34 total_energy_ev=-119512.5304
C 2.96 0.71 -3.85 -0.0423
B 2.72 1.46 -5.33 -0.2915
O 3.90 1.97 -6.04 0.0062
C 1.15 1.57 -5.82 -0.2148
C 0.28 2.94 -5.40 -0.0687
C -1.19 2.34 -5.92 -0.2860
C -2.50 3.33 -5.86 -0.1643
C -3.71 2.42 -5.15 -0.2576
C -4.01 1.07 -6.09 -0.5798
Br -3.37 -0.64 -5.26 0.5841
C -0.65 1.79 -7.38 -0.1306
O 0.81 1.47 -7.25 -0.1881
H 4.08 0.79 -3.52 0.0758
H 2.60 -0.43 -3.86 0.0878
H 2.24 1.25 -3.07 0.0639
H 4.13 1.30 -6.78 0.1298
H 0.60 0.63 -5.36 0.1471
H 0.64 3.94 -5.94 0.1486
H 0.12 3.05 -4.25 0.1121
H -1.40 1.54 -5.07 0.0945
H -2.33 4.26 -5.16 0.1157
H -2.85 3.60 -6.95 0.1160
H -3.42 2.09 -4.05 0.1105
H -4.69 3.07 -5.15 0.1090
H -3.53 1.28 -7.16 0.0831
H -5.20 0.97 -6.19 0.0775
H -0.89 2.48 -8.33 0.1466
H -1.21 0.74 -7.43 0.1188
C -1.10 -0.73 -2.64 -0.1592
O -0.19 -0.68 -1.55 -0.2028
C -0.62 0.22 -0.52 -0.1984
C -0.95 -0.56 0.76 -0.2017
N -2.18 -1.35 0.59 -0.0550
C -2.43 -2.29 1.69 -0.1931
C -1.43 -3.45 1.85 -0.2134
O -1.46 -4.39 0.77 -0.1803
C -0.60 -4.06 -0.32 -0.0996
H -0.66 -1.36 -3.42 0.0842
H -2.05 -1.18 -2.34 0.0655
H -1.27 0.27 -3.05 0.0538
H -1.45 0.85 -0.84 0.1233
H 0.23 0.88 -0.31 0.1074
H -1.09 0.14 1.59 0.1219
H -0.10 -1.21 0.99 0.1022
H -2.12 -1.88 -0.28 0.0703
H -3.42 -2.72 1.51 0.1172
H -2.49 -1.73 2.63 0.1162
H -1.74 -4.02 2.74 0.1099
H -0.41 -3.11 2.05 0.1080
H 0.29 -3.52 0.01 0.0898
H -1.15 -3.48 -1.06 0.0687
H -0.29 -4.99 -0.80 0.0884
C 6.30 4.55 -0.21 -0.1144
O 5.18 5.05 0.51 -0.2031
C 4.93 6.44 0.24 -0.2054
C 3.58 6.59 -0.48 -0.2063
N 3.66 6.07 -1.85 -0.0544
C 2.35 5.98 -2.51 -0.1928
C 1.34 4.96 -1.94 -0.2122
O 1.75 3.60 -2.10 -0.2107
C 2.57 3.11 -1.05 -0.1016
H 6.49 3.53 0.12 0.0893
H 6.09 4.53 -1.28 0.0787
H 7.19 5.15 -0.02 0.0869
H 5.74 6.91 -0.32 0.1211
H 4.86 6.94 1.22 0.1180
H 3.30 7.65 -0.51 0.1211
H 2.82 6.05 0.10 0.1009
H 4.07 5.15 -1.83 0.0710
H 2.55 5.71 -3.56 0.1170
H 1.88 6.98 -2.53 0.1173
H 0.42 5.06 -2.52 0.1109
H 1.07 5.17 -0.90 0.1089
H 2.34 3.56 -0.08 0.0932
H 3.62 3.25 -1.29 0.0749
H 2.40 2.03 -0.97 0.0727
C 0.12 -7.35 8.53 -0.1156
O -1.04 -7.48 7.73 -0.2024
C -2.26 -7.39 8.49 -0.2055
C -3.03 -6.13 8.08 -0.2063
N -2.35 -4.92 8.55 -0.0575
C -2.91 -3.68 7.99 -0.1968
C -2.77 -3.46 6.48 -0.2178
O -1.42 -3.28 6.04 -0.1878
C -0.73 -4.48 5.74 -0.1046
H 0.99 -7.53 7.90 0.0892
H 0.20 -6.33 8.93 0.0778
H 0.12 -8.08 9.34 0.0868
H -2.07 -7.42 9.57 0.1207
H -2.86 -8.27 8.23 0.1182
H -4.04 -6.17 8.52 0.1212
H -3.13 -6.13 6.99 0.1013
H -1.37 -4.97 8.28 0.0696
H -2.41 -2.85 8.50 0.1170
H -3.97 -3.61 8.27 0.1164
H -3.29 -2.52 6.24 0.1179
H -3.28 -4.24 5.89 0.1073
H -1.40 -5.26 5.36 0.0897
H -0.20 -4.84 6.63 0.0690
H 0.02 -4.26 4.98 0.0849

Q: Among the records above, which one has the lowest charge?
A: C32H86N5O13P2

Q: Which of these has the highest charge?
A: C45H56N2P2S4SbTeZr